1.
Computed, not measured: a cluster of 5 separate species, C24H20NO12PS in total at a distorted geometry, with wB97M-V/def2-TZVPD.

Output
HOMO-LUMO gap = 7.63 eV
total energy = -2623.39232 Ha
LUMO level = -1.9 eV

Each line ends with the natural charge from an NBO analysis.
CARTESIAN COORDINATES (ANGSTROEM)
S -1.02 1.46 -3.37  1.6149
P -2.84 0.20 -1.54  1.4475
O -2.12 1.37 -4.50  -0.8470
O -2.13 -6.68 -1.25  -0.5031
O -1.26 0.18 -2.27  -0.9451
O 2.03 1.18 -2.05  -0.4900
O 1.97 -5.01 -4.41  -0.4803
O -5.84 -7.13 2.53  -0.4799
O 2.94 3.40 2.70  -0.5120
O -2.36 3.41 -3.06  -0.4253
O -1.21 3.00 -2.60  -0.3765
O 4.77 6.83 6.31  -0.4909
O -2.09 -3.22 -1.48  -0.5328
O 2.86 8.09 1.51  -0.4929
N -3.21 1.56 -0.75  -1.3323
C 3.64 8.84 3.60  -0.2279
C -0.06 -4.42 -1.55  -0.2101
C -1.15 -3.63 -2.15  0.4876
C 1.36 2.61 1.14  -0.2222
C -3.57 -7.34 1.94  -0.2246
C -4.99 -7.03 1.66  0.4667
C 4.12 8.53 4.81  -0.2305
C 1.04 -4.60 -3.73  0.4693
C -5.33 -6.59 0.30  -0.2272
C 3.84 2.52 0.71  -0.2367
C 3.61 1.96 -0.49  -0.2095
C -2.98 -6.79 -0.38  0.4734
C 1.13 2.05 -0.06  -0.2260
C 3.30 7.80 2.62  0.4691
C 3.99 6.08 4.22  -0.2292
C -0.05 -3.81 -4.34  -0.2178
C 4.33 7.12 5.21  0.4790
C 2.73 2.89 1.60  0.4777
C 2.24 1.69 -0.96  0.4683
C -1.07 -3.36 -3.60  -0.2257
C 0.96 -4.87 -2.29  -0.2233
C 3.51 6.39 3.02  -0.2265
C -4.40 -6.47 -0.65  -0.2171
C -2.64 -7.23 0.99  -0.2227
H -1.59 -7.45 1.17  0.2308
H 4.15 5.05 4.53  0.2441
H 4.84 2.73 1.06  0.2351
H -2.97 3.70 -2.31  0.4879
H -3.33 -7.66 2.95  0.2356
H 4.38 9.28 5.55  0.2323
H -3.88 -0.06 -2.54  -0.0005
H -4.64 -6.15 -1.66  0.2341
H -0.13 -4.61 -0.49  0.2293
H 0.02 -3.62 -5.40  0.2368
H 4.42 1.69 -1.16  0.2349
H -1.88 -2.78 -4.03  0.2313
H 1.77 -5.45 -1.86  0.2339
H 3.48 9.87 3.30  0.2324
H 3.25 5.64 2.28  0.2379
H -6.38 -6.36 0.11  0.2358
H 0.13 1.85 -0.42  0.2414
H -3.36 1.34 0.28  0.3862
H -2.88 -0.88 -0.59  -0.0031
H 0.55 2.89 1.81  0.2356

---

2.
Computed, not measured: a structure of composition C24H21AsBCrN9O9S2, with wB97M-V/def2-TZVPD.

Output
charge = -1
ΔE to the lowest compared entry with this formula, charge and spin = 53.0 kJ/mol
HOMO-LUMO gap (alpha / beta) = 7.08 / 6.91 eV
spin multiplicity = 4
total energy = -6198.93470 Ha
LUMO level (alpha / beta) = 1.5 / 1.4 eV

Each line ends with the Löwdin spin population.
CARTESIAN COORDINATES (ANGSTROEM)
As 0.59 -1.35 -3.12  0.0075
Cr 0.36 0.05 -0.11  2.8812
S 1.67 2.15 -2.19  0.0019
S -8.27 2.14 2.98  0.0000
O -7.34 1.33 3.74  0.0000
O -8.83 3.27 3.71  0.0000
O 2.60 1.14 -2.66  0.0016
O 1.05 1.79 -0.86  0.0185
O 0.30 1.91 -3.20  0.0014
O 2.23 -1.79 -2.64  0.0012
O -0.12 -0.51 -1.85  0.0540
O -0.14 -2.73 -3.56  0.0012
O -9.22 1.40 2.17  0.0000
N 0.75 -0.13 2.86  0.0025
N 2.52 -1.23 1.52  0.0013
N 0.41 0.73 1.88  -0.0103
N -6.08 2.35 1.42  0.0007
N 2.34 -0.53 0.37  -0.0098
N 0.29 -2.30 1.72  0.0016
N -7.74 3.98 1.06  0.0009
N -0.24 -1.77 0.61  -0.0124
N -1.57 0.93 -0.08  -0.0138
C 0.38 2.11 -5.54  0.0001
C 0.49 1.56 -6.81  -0.0001
C -0.18 -3.54 1.90  0.0107
C -5.33 2.87 0.46  0.0001
C 0.70 0.19 -6.96  0.0001
C 0.46 1.30 -4.41  0.0001
C 4.53 -0.79 0.71  0.0017
C 0.76 -0.61 -5.83  0.0003
C -4.03 2.21 0.23  0.0042
C -1.83 2.07 -0.72  0.0035
C 0.08 1.72 3.85  0.0019
C -1.04 -2.69 0.07  0.0096
C -7.24 2.92 1.69  -0.0002
C 0.57 0.44 4.05  0.0074
C -3.04 2.73 -0.59  -0.0015
C 3.83 -1.39 1.74  0.0081
C 3.54 -0.27 -0.13  0.0084
C -1.04 -3.83 0.86  0.0025
C 0.66 -0.07 -4.55  0.0013
C -3.76 1.00 0.88  -0.0016
C -7.00 4.50 0.10  -0.0001
C -2.53 0.40 0.69  0.0036
C 0.00 1.84 2.47  0.0065
C -5.76 3.99 -0.26  0.0009
B 1.36 -1.50 2.48  0.0011
H 0.87 -1.68 -5.93  0.0000
H 3.63 0.24 -1.07  0.0003
H 5.59 -0.76 0.56  -0.0001
H -1.59 -4.74 0.69  -0.0001
H 0.79 -0.10 4.96  0.0005
H -1.04 2.45 -1.35  0.0000
H 0.78 -0.25 -7.94  0.0000
H 0.21 3.17 -5.40  0.0000
H -2.29 -0.52 1.20  0.0002
H 4.17 -1.91 2.62  0.0005
H -0.19 2.44 4.60  -0.0001
H -7.40 5.37 -0.41  0.0000
H -1.54 -2.49 -0.87  0.0003
H 1.72 -2.08 3.46  0.0000
H -5.18 4.43 -1.06  0.0000
H -4.50 0.57 1.53  -0.0002
H -0.34 2.68 1.87  0.0003
H 0.15 -4.13 2.74  0.0006
H 0.42 2.19 -7.68  0.0000
H -3.17 3.66 -1.13  -0.0002
H 2.24 -2.76 -2.74  0.0001

---

3.
Computed, not measured: a structure of composition C24H21AsN5NiPS4, with wB97M-V/def2-TZVPD.

Output
charge = -2
HOMO-LUMO gap (alpha / beta) = 3.73 / 3.74 eV
spin multiplicity = 3
total energy = -6879.25505 Ha
LUMO level (alpha / beta) = 3.5 / 3.5 eV

Each line ends with the Löwdin spin population.
CARTESIAN COORDINATES (ANGSTROEM)
As -2.06 -3.11 -3.07  0.0002
Ni -0.37 -0.64 -2.76  1.6389
S -2.84 -4.21 -4.72  0.0049
S -2.71 -4.01 -1.26  0.0006
S -2.57 -0.97 -3.23  0.1075
S 0.13 -2.92 -3.14  0.1144
P -0.34 -0.30 0.65  0.0092
N 3.17 1.38 -2.63  0.0012
N -0.48 1.56 -3.09  0.0280
N 0.71 3.37 -2.66  0.0007
N -0.29 -0.19 -0.85  0.0433
N 1.65 -0.17 -3.03  0.0267
C 1.74 1.44 1.29  0.0015
C -3.04 -0.63 0.60  0.0001
C -1.32 2.62 -2.96  0.0025
C -0.61 3.75 -2.69  0.0014
C 3.81 0.15 -2.61  0.0008
C 1.47 3.75 1.89  0.0020
C -4.33 -0.81 1.09  0.0000
C 1.34 -1.60 2.62  0.0000
C 2.08 -3.87 2.30  0.0000
C 1.35 -3.94 1.11  0.0000
C 0.10 3.56 2.00  -0.0001
C 0.36 1.23 1.40  0.0025
C -2.20 -0.51 2.85  0.0001
C 1.85 1.12 -2.88  0.0046
C 2.29 2.68 1.54  -0.0001
C 0.62 -1.66 1.44  -0.0005
C -3.49 -0.68 3.34  0.0000
C 2.08 -2.70 3.05  -0.0001
C 0.63 -2.84 0.68  0.0001
C -0.45 2.30 1.76  0.0019
C -4.55 -0.83 2.46  0.0000
C -1.98 -0.47 1.48  -0.0003
C 2.85 -0.78 -2.86  0.0025
C 0.74 2.03 -2.90  0.0029
H 1.48 3.94 -2.36  0.0003
H 2.37 0.60 0.99  0.0000
H 4.87 0.07 -2.43  0.0004
H -1.52 2.15 1.82  0.0001
H 3.58 2.26 -2.40  0.0005
H -3.67 -0.70 4.41  0.0000
H 2.94 -1.85 -2.91  0.0000
H -5.55 -0.99 2.84  0.0000
H 3.36 2.83 1.45  0.0000
H -0.91 4.77 -2.50  0.0004
H 2.66 -4.72 2.63  0.0000
H 1.90 4.73 2.08  0.0002
H -2.84 -0.62 -0.47  0.0005
H 0.08 -2.86 -0.25  0.0002
H -0.54 4.39 2.26  0.0000
H -5.15 -0.98 0.40  0.0000
H 1.33 -0.69 3.22  0.0000
H -1.37 -0.41 3.54  0.0000
H 2.65 -2.65 3.97  0.0000
H 1.35 -4.85 0.53  0.0001
H -2.39 2.49 -3.06  0.0001